Below is a cluster of 2 separate species, C4H13N4O in total, with properties calculated with the ωB97M-V functional and the def2-TZVPD basis.

Geometry as XYZ:
```
22
Properties=species:S:1:pos:R:3:forces:R:3
C -0.709 -1.165 3.767 -0.756 -1.752 -1.130
C 0.281 -0.384 1.676 5.890 -2.365 -0.510
N 1.362 -0.199 0.763 -1.045 -1.899 5.035
N 0.340 -1.355 2.704 -1.150 3.717 -0.742
N -0.726 0.435 1.586 -3.651 2.684 -2.939
H 2.309 -0.573 0.926 -1.092 0.088 0.202
H 1.169 0.099 -0.142 -0.923 1.353 -2.095
H 1.242 -1.574 3.130 -0.102 0.024 -0.865
H -1.708 0.037 1.343 2.199 0.903 1.140
H -0.524 1.328 0.973 -0.503 -2.613 1.204
H -0.580 -2.119 4.288 -0.580 0.759 0.755
H -1.679 -1.165 3.292 -0.366 -1.189 -0.695
H -0.997 -0.256 4.300 2.096 0.425 0.573
C -0.062 -0.667 -3.045 -1.765 -3.650 -2.286
C -0.113 0.674 -2.555 1.740 5.259 3.010
O 0.218 1.154 -1.407 -0.347 -2.705 -1.608
N -0.411 1.661 -3.437 -1.962 -1.041 -3.095
H -0.197 2.657 -3.390 -0.057 -0.762 1.004
H -1.033 1.435 -4.259 1.402 0.224 1.189
H 0.726 -1.372 -2.945 2.848 0.963 -0.050
H -0.296 -0.773 -4.176 -0.096 0.253 2.112
H -0.512 -1.501 -2.445 -1.780 1.324 -0.211
```
Forces are in eV/Å.

Values from the calculation:
HOMO-LUMO gap (hartree): 0.373
Net charge: +1
Total energy (Ha): -454.196421
Maximum force (hartree/bohr): 0.1238
ΔE to the lowest compared entry with this formula, charge and spin (kcal/mol): 82.4

---

Below is a cluster of 2 separate species, C4H13N4O in total, with properties calculated with the ωB97M-V functional and the def2-TZVPD basis.

Geometry as XYZ:
```
22
Properties=species:S:1:pos:R:3:forces:R:3
C -1.173 2.502 -0.303 1.423 -2.278 -1.594
C 1.136 1.463 -0.884 -2.045 0.113 -1.756
N 1.878 0.268 -0.975 -0.043 5.296 2.844
N -0.182 1.341 -0.750 0.096 3.413 1.745
N 1.617 2.651 -1.385 -0.943 -2.162 1.250
H 1.593 -0.493 -0.459 -1.183 -1.880 0.757
H 2.047 0.251 -1.891 1.683 -1.510 -4.370
H -0.490 0.438 -0.427 -0.207 -0.681 0.154
H 1.185 3.541 -1.242 -0.654 -0.001 0.055
H 2.570 2.711 -1.530 2.248 0.038 -0.192
H -0.884 3.505 -0.594 0.451 -0.107 0.071
H -1.295 2.367 0.753 -0.274 0.225 0.443
H -2.044 2.242 -0.885 -0.518 0.125 0.277
C -1.394 -3.277 0.648 2.074 0.861 -0.037
C -0.567 -1.973 0.991 0.008 -2.184 -1.674
O -0.506 -1.086 0.149 -0.514 0.451 -0.084
N 0.234 -1.939 2.047 0.118 -0.746 1.703
H -2.413 -2.969 0.660 -0.874 -0.067 -0.279
H -1.218 -4.075 1.347 -0.103 -0.151 0.569
H 0.694 -1.093 2.335 0.023 0.194 -0.300
H 0.268 -2.683 2.736 -0.259 0.154 -0.349
H -1.056 -3.694 -0.340 -0.508 0.896 0.770
```
Forces are in eV/Å.

Values from the calculation:
HOMO-LUMO gap (hartree): 0.402
Net charge: +1
Total energy (Ha): -454.261184
Maximum force (hartree/bohr): 0.1169
ΔE to the lowest compared entry with this formula, charge and spin (kcal/mol): 41.8

---

Below is a cluster of 2 separate species, C4H13N4O2 in total, with properties calculated with the ωB97M-V functional and the def2-TZVPD basis.

Geometry as XYZ:
```
23
Properties=species:S:1:pos:R:3:forces:R:3
C 0.323 -2.097 0.733 -0.097 0.039 -0.215
C 0.307 2.165 -0.977 -0.014 -0.005 -0.109
C -0.199 -1.568 -0.600 -0.063 -0.645 0.504
C 0.645 0.758 -0.521 1.154 1.127 0.786
N -3.006 -0.001 -0.343 -0.764 -1.360 -1.738
N -0.284 -0.171 -0.787 -1.234 -0.007 -0.781
N -2.189 0.580 0.280 1.435 -0.796 -0.757
N 0.967 0.957 1.120 -0.112 -0.135 -0.372
O -1.839 1.307 1.164 -0.673 1.066 1.327
O -4.347 0.107 -0.082 -0.282 0.864 1.158
H 1.379 -1.866 0.869 0.127 -0.032 0.060
H -0.256 -1.706 1.568 -0.064 0.029 0.137
H 0.227 -3.179 0.746 0.047 -0.073 0.071
H -0.493 2.606 -0.390 -0.087 0.004 0.050
H 1.177 2.814 -0.929 0.111 0.065 0.032
H -0.024 2.117 -2.013 0.050 -0.042 0.011
H 0.432 -1.954 -1.417 -0.096 0.107 -0.033
H -1.203 -1.959 -0.801 0.141 -0.041 -0.032
H 1.635 0.458 -0.912 -0.238 -0.112 0.096
H 1.620 1.731 1.255 -0.063 -0.161 0.012
H 0.058 1.207 1.538 0.283 -0.127 -0.031
H 1.332 0.107 1.558 -0.111 0.245 -0.111
H -4.809 -0.434 -0.744 0.548 -0.010 -0.066
```
Forces are in eV/Å.

Values from the calculation:
HOMO-LUMO gap (spin up / spin down) (hartree): 0.329 / 0.298
Net charge: +1
Total energy (Ha): -529.223581
Maximum force (hartree/bohr): 0.0454
ΔE to the lowest compared entry with this formula, charge and spin (kcal/mol): 72.9

---

Below is an isolated molecule of C4H13N5, with properties calculated with the ωB97M-V functional and the def2-TZVPD basis.

Geometry as XYZ:
```
22
Properties=species:S:1:pos:R:3:forces:R:3
H -1.932 -1.583 -0.548 0.035 -0.043 0.457
N -2.177 -0.944 0.217 1.013 1.208 0.028
C -1.148 -0.175 0.525 -0.781 -2.899 0.871
C -1.399 0.799 1.661 0.198 0.451 -0.503
C 0.347 -0.697 0.443 -0.605 0.349 -0.252
N 0.334 -2.068 -0.076 0.047 0.149 0.274
C 0.964 0.317 -0.555 -2.349 0.766 -1.500
N -0.531 0.762 -1.184 1.021 0.311 0.370
N 1.746 -0.246 -1.553 0.537 -1.027 -0.152
N 1.557 1.462 -0.014 0.605 0.332 0.871
H -2.266 1.418 1.424 0.065 -0.054 0.147
H -0.537 1.439 1.871 -0.121 0.057 -0.106
H -1.597 0.236 2.575 -0.072 -0.084 -0.171
H 0.844 -0.624 1.415 0.008 0.062 0.118
H -0.441 -2.557 0.383 0.320 0.241 -0.265
H 1.186 -2.562 0.176 -0.067 0.183 -0.092
H -0.929 0.169 -1.908 0.206 0.268 0.221
H -0.927 1.698 -1.147 0.590 -0.153 -0.233
H 1.409 -1.120 -1.943 0.158 0.445 0.049
H 2.406 0.303 -2.085 -0.434 -0.041 0.189
H 1.368 1.716 0.947 -0.134 -0.165 -0.421
H 1.721 2.255 -0.623 -0.240 -0.353 0.100
```
Forces are in eV/Å.

Values from the calculation:
HOMO-LUMO gap (hartree): 0.309
Net charge: 0
Total energy (Ha): -433.915365
SMILES: [H]/N=C(/C)[C@@H](N)C(N)(N)N
Maximum force (hartree/bohr): 0.0608
ΔE to the lowest compared entry with this formula, charge and spin (kcal/mol): 34.4

---

Below is a cluster of 2 separate species, C4H13N5O2 in total, with properties calculated with the ωB97M-V functional and the def2-TZVPD basis.

Geometry as XYZ:
```
24
Properties=species:S:1:pos:R:3:forces:R:3
C 1.772 0.953 0.856 4.221 -5.595 3.713
C -1.790 -1.910 -1.161 1.418 1.958 0.673
C 0.699 1.746 0.571 -5.460 4.543 -3.824
C -0.460 -1.666 -0.439 0.788 -1.262 1.467
N -2.750 -1.081 -0.434 -0.986 -1.890 -1.509
N -0.681 1.724 0.934 2.066 -3.374 0.162
N 0.582 -1.877 -1.293 -1.540 0.241 -1.068
N -0.222 -1.402 0.810 -1.537 -0.810 0.197
N 0.963 3.008 -0.007 1.978 0.815 -0.235
O 3.013 1.215 0.341 -0.931 0.513 -0.963
O 1.676 -0.069 1.807 2.069 2.653 -0.151
H -1.525 -1.616 -2.233 -0.969 -0.154 0.975
H -2.083 -2.951 -1.166 -0.019 -0.270 0.140
H -3.552 -1.066 -1.068 -0.047 0.905 0.907
H -2.394 -0.198 -0.116 0.062 0.521 -0.427
H -0.782 2.665 1.099 -1.239 2.844 0.558
H -0.771 1.237 1.818 -0.428 -0.277 0.334
H 0.277 -1.843 -2.263 0.852 -0.049 0.359
H 1.543 -1.770 -1.083 0.625 0.255 0.498
H 0.937 -0.611 1.503 -0.914 -1.231 -0.525
H -0.957 -1.496 1.578 0.607 0.202 -2.314
H 1.981 3.196 0.066 -0.719 0.100 0.314
H 0.870 3.001 -1.020 -0.533 -0.028 0.014
H 3.655 0.812 0.902 0.635 -0.608 0.705
```
Forces are in eV/Å.

Values from the calculation:
HOMO-LUMO gap (spin up / spin down) (hartree): 0.141 / 0.355
Net charge: 0
Total energy (Ha): -584.274891
Maximum force (hartree/bohr): 0.1569
2S+1: 3

---

Below is a cluster of 2 separate species, C4H13NO in total, with properties calculated with the ωB97M-V functional and the def2-TZVPD basis.

Geometry as XYZ:
```
19
Properties=species:S:1:pos:R:3:forces:R:3
C -0.602 1.677 -0.824 1.006 3.088 1.784
C 0.908 1.375 -1.013 2.465 2.850 0.078
C 1.274 -0.040 -0.590 -0.746 -0.387 -0.231
C 2.725 -0.521 -0.842 -1.711 -2.389 -1.391
N 1.041 -0.023 0.842 -1.758 -3.137 -0.984
H -1.029 1.489 -1.771 -1.220 -0.010 -0.754
H -0.833 2.889 -0.420 0.716 -3.651 -1.500
H -0.998 1.027 -0.029 -0.198 0.306 -0.624
H 1.415 1.774 -1.955 -1.399 -0.994 0.318
H 1.525 2.058 -0.322 -0.940 -0.968 -0.407
H 0.488 -0.739 -1.090 1.410 0.755 0.908
H 3.358 0.185 -0.453 1.754 1.895 0.867
H 2.987 -0.685 -1.938 -0.524 0.215 1.400
H 2.927 -1.473 -0.261 -0.427 0.956 -0.813
H 1.643 0.288 1.502 3.719 0.807 1.477
H 0.265 0.480 1.138 -2.143 0.664 -0.124
O -4.430 -2.280 1.852 -0.377 -2.094 0.766
H -4.484 -1.357 1.842 0.068 2.336 -0.334
H -4.943 -2.488 2.652 0.305 -0.242 -0.434
```
Forces are in eV/Å.

Values from the calculation:
HOMO-LUMO gap (hartree): 0.354
Net charge: 0
Total energy (Ha): -290.122069
SMILES: CC[C@@H](C)N.O
Maximum force (hartree/bohr): 0.0794
ΔE to the lowest compared entry with this formula, charge and spin (kcal/mol): 47.0

---

Below is a cluster of 2 separate species, C4H13NO in total, with properties calculated with the ωB97M-V functional and the def2-TZVPD basis.

Geometry as XYZ:
```
19
Properties=species:S:1:pos:R:3:forces:R:3
C -2.255 -0.910 -0.743 -0.240 1.033 -0.307
C -1.382 0.197 -0.118 0.643 -0.649 -0.032
N 0.038 -0.147 -0.014 0.202 0.138 0.128
C 0.327 -1.112 1.044 0.665 -0.234 -0.501
C 0.661 -0.426 -1.298 0.208 -0.020 0.545
H -3.236 -0.916 -0.271 0.091 -0.517 0.274
H -2.484 -0.638 -1.771 0.210 -0.200 -0.260
H -1.735 -1.861 -0.747 -0.284 -0.305 0.226
H -1.699 0.399 0.902 -0.212 0.329 -0.051
H -1.430 1.085 -0.744 -0.234 0.291 0.242
H 0.719 -0.611 1.935 -0.477 -0.049 0.136
H 1.148 -1.776 0.734 -0.250 0.114 -0.050
H -0.528 -1.759 1.259 -0.002 0.066 0.264
H 1.729 -0.593 -1.134 -0.048 0.007 -0.057
H 0.270 -1.314 -1.822 -0.074 0.236 -0.055
H 0.566 0.478 -1.895 -0.101 -0.116 -0.406
O 2.260 2.308 1.112 -0.194 -0.164 -0.057
H 1.459 1.771 1.028 0.001 -0.016 -0.024
H 2.689 2.187 0.260 0.095 0.056 -0.015
```
Forces are in eV/Å.

Values from the calculation:
HOMO-LUMO gap (hartree): 0.345
Net charge: 0
Total energy (Ha): -290.164086
SMILES: CCN(C)C.O
Maximum force (hartree/bohr): 0.0215
ΔE to the lowest compared entry with this formula, charge and spin (kcal/mol): 20.6

---

Below is a cluster of 2 separate species, C4H13NO in total, with properties calculated with the ωB97M-V functional and the def2-TZVPD basis.

Geometry as XYZ:
```
19
Properties=species:S:1:pos:R:3:forces:R:3
C 1.285 2.156 -0.657 -0.054 1.046 -0.194
C 0.711 0.811 -0.156 1.814 0.847 0.585
C 1.717 0.173 0.858 -2.044 1.033 -0.125
N 2.661 -0.652 0.157 1.228 -0.470 0.727
C 2.141 -1.913 -0.395 0.253 0.735 -0.445
H 2.365 2.203 -0.501 0.013 -0.120 -0.105
H 0.875 3.058 -0.186 -0.036 -0.392 0.620
H 1.110 2.445 -1.703 -0.006 -0.812 -0.049
H 0.754 0.156 -1.017 -1.209 -0.289 0.015
H -0.199 0.982 0.421 -0.422 -0.396 -0.859
H 1.130 -0.354 1.620 -0.073 -0.552 -0.039
H 2.093 1.039 1.432 0.871 -0.595 -0.403
H 3.321 -0.976 0.856 0.383 0.357 -0.121
H 1.476 -2.415 0.301 -0.455 -0.216 -0.047
H 2.984 -2.565 -0.606 0.137 -0.042 0.154
H 1.697 -1.732 -1.378 -0.402 -0.133 0.286
O -7.209 -0.382 0.191 0.726 -0.169 -0.088
H -6.385 0.128 0.244 -0.436 -0.039 0.022
H -6.886 -1.268 -0.029 -0.290 0.208 0.066
```
Forces are in eV/Å.

Values from the calculation:
HOMO-LUMO gap (hartree): 0.366
Net charge: 0
Total energy (Ha): -290.152272
SMILES: CCCNC.O
Maximum force (hartree/bohr): 0.0446
ΔE to the lowest compared entry with this formula, charge and spin (kcal/mol): 28.0

---

Q: The lowest total energy belongs to which entry?
A: C4H13N5O2